Formula: C34H61AlB2Br4ClF9N7O21P2S3
Source: the OMol25 dataset
Level of theory: ωB97M-V with the def2-TZVPD basis set

Values from the calculation:
Gap between HOMO and LUMO ... 0.68 eV
LUMO ... -6.11 eV
Total charge ... -1
E ... -465861.1518 eV
Highest occupied orbital energy ... -6.8 eV

XYZ file:
```
145
Properties=species:S:1:pos:R:3:forces:R:3
C -2.003 0.534 7.286 0.047 -0.197 0.023
C -3.201 0.611 6.358 0.189 -0.293 0.610
O -3.054 -0.356 5.327 0.213 0.196 -0.357
C -3.975 -0.154 4.291 0.121 -0.082 1.051
N -3.580 -1.022 3.192 0.138 0.439 -0.357
C -4.134 -0.570 1.890 0.248 0.177 -0.108
C -3.636 0.827 1.499 -0.277 -0.061 0.864
C -2.197 1.140 1.911 0.124 0.628 -0.340
C -1.250 1.101 0.713 -0.597 0.893 0.121
S 0.433 1.239 1.230 1.549 -2.835 1.102
O 1.216 0.304 0.471 -0.398 0.689 -0.750
O 0.569 1.038 2.649 -0.596 0.819 0.009
O 0.864 2.729 0.942 -0.377 0.262 -0.258
C -3.892 -2.345 3.467 -0.136 0.025 -0.240
N -2.935 -3.181 3.680 -0.115 0.073 -0.404
P -1.181 -2.936 3.708 2.296 0.164 1.884
O -0.682 -4.336 3.188 -0.767 0.046 -0.916
O -0.692 -1.890 2.625 -0.999 -0.075 -0.665
S -0.470 -2.597 5.404 -0.473 0.277 0.497
N -5.243 -2.746 3.460 0.918 -1.061 0.252
C -5.551 -3.571 2.244 -0.933 -0.098 -0.816
C -6.812 -3.167 1.528 0.255 -0.382 0.256
F -4.473 -3.492 1.357 0.320 0.226 0.257
C -5.691 -3.445 4.685 -0.493 1.148 1.054
Br -7.560 -2.985 4.830 -0.758 -0.116 -1.005
C -4.928 -3.036 5.999 -0.697 -1.074 0.476
C -3.908 -4.117 6.402 0.185 0.021 -0.704
Br -6.212 -2.982 7.509 0.674 0.345 0.415
H -1.252 1.274 7.031 0.121 0.051 -0.008
H -2.317 0.671 8.316 0.030 0.167 0.113
H -1.542 -0.448 7.217 -0.003 -0.117 -0.039
H -4.106 0.379 6.924 -0.255 0.140 -0.071
H -3.267 1.624 5.956 -0.253 0.001 -0.282
H -3.947 0.894 4.002 -0.058 -0.006 -0.472
H -4.978 -0.386 4.681 -0.271 0.045 -0.335
H -5.224 -0.555 1.933 -0.141 -0.174 -0.197
H -3.803 -1.272 1.134 -0.107 -0.280 -0.009
H -3.815 0.956 0.435 0.097 -0.028 -0.157
H -4.288 1.548 1.986 -0.084 0.155 -0.033
H -2.168 2.165 2.276 0.004 0.085 0.159
H -1.824 0.532 2.726 -0.073 -0.302 -0.039
H -1.377 0.219 0.096 0.393 -0.219 0.018
H -1.462 1.973 0.096 0.069 -0.026 -0.276
H 1.449 2.945 1.685 0.022 0.228 0.026
H -3.213 -4.144 3.866 0.193 -0.143 0.024
H -0.536 -4.305 2.234 0.153 -0.720 -0.107
H -0.747 -2.205 1.712 0.076 0.247 -0.186
H -5.642 -4.628 2.495 0.362 -0.073 0.401
H -7.050 -2.118 1.644 -0.110 0.122 -0.152
H -6.704 -3.470 0.490 0.038 0.192 -0.194
H -7.627 -3.770 1.914 -0.345 0.272 0.116
H -5.674 -4.530 4.637 0.100 -0.111 -0.389
H -4.508 -2.039 5.975 0.069 0.087 -0.162
H -4.125 -4.526 7.376 0.200 0.087 0.237
H -2.883 -3.761 6.347 0.102 0.097 0.245
H -3.976 -4.970 5.724 0.016 -0.141 -0.060
O 2.663 3.715 -3.008 -0.929 2.895 0.897
P 4.090 3.966 -2.694 2.691 -5.415 -1.141
N 4.825 3.917 -4.221 -0.187 0.720 0.035
C 6.243 3.788 -4.491 0.428 0.388 0.221
C 4.232 4.753 -5.272 -0.084 -0.498 -0.192
N 4.439 2.507 -1.818 0.128 0.196 -0.025
C 5.396 1.547 -2.329 0.218 0.133 0.003
C 3.298 1.845 -1.198 -0.060 0.001 -0.241
N 5.351 4.810 -1.881 -1.910 1.838 0.847
C 5.419 4.659 -0.412 0.228 -0.237 0.117
C 5.269 6.267 -2.157 0.312 -0.035 -0.463
H 6.807 4.726 -4.352 -0.107 0.022 0.046
H 6.361 3.499 -5.530 0.002 0.081 -0.096
H 6.741 3.012 -3.921 -0.189 0.031 0.165
H 4.603 5.788 -5.256 0.119 -0.058 0.005
H 3.147 4.788 -5.215 0.013 -0.182 0.110
H 4.547 4.296 -6.216 -0.330 0.337 0.015
H 5.145 1.201 -3.341 0.133 -0.045 0.008
H 5.436 0.677 -1.671 -0.151 -0.006 0.036
H 6.407 1.962 -2.329 -0.013 0.013 -0.083
H 2.738 1.236 -1.916 -0.116 -0.013 0.089
H 2.618 2.572 -0.768 -0.058 0.031 -0.100
H 3.635 1.196 -0.388 0.132 -0.015 -0.051
H 4.465 4.868 0.079 0.019 0.046 0.060
H 6.166 5.350 -0.019 -0.056 0.167 -0.118
H 5.741 3.659 -0.138 -0.164 -0.079 -0.128
H 4.352 6.712 -1.759 0.044 0.061 0.085
H 5.302 6.458 -3.230 -0.054 -0.098 -0.017
H 6.123 6.778 -1.714 0.030 -0.030 0.048
Br 6.997 1.341 -6.889 0.236 -0.169 -0.195
C 5.281 1.400 -7.778 0.078 -0.190 0.301
C 5.334 2.163 -9.067 -0.074 0.478 0.105
Br 5.505 4.089 -8.799 0.076 -0.170 -0.161
H 4.595 1.844 -7.061 -0.153 0.015 -0.131
H 4.991 0.371 -7.975 0.053 -0.010 -0.034
H 4.419 2.020 -9.638 0.044 -0.021 -0.073
H 6.202 1.843 -9.671 -0.944 0.177 1.404
Cl 6.993 -0.248 -10.399 0.104 0.693 -0.648
C -10.919 0.147 2.976 0.012 -0.036 0.089
C -9.468 -0.042 2.570 -0.331 0.114 -0.309
O -9.339 -1.100 1.632 0.340 0.155 0.037
H -11.310 -0.773 3.411 0.032 -0.012 0.023
H -11.024 0.954 3.704 -0.017 0.015 -0.016
H -11.534 0.384 2.105 0.016 0.075 0.002
H -8.861 -0.301 3.438 0.067 -0.101 -0.070
H -9.065 0.878 2.125 0.004 0.086 0.199
H -9.869 -0.878 0.860 -0.049 -0.082 -0.021
B -12.372 -4.449 -0.231 -0.065 -0.030 -0.039
O -12.615 -5.781 -0.807 -0.015 0.270 -0.070
C -13.092 -5.646 -2.038 0.010 -0.165 0.037
O -13.392 -6.533 -2.779 -0.023 0.021 -0.064
C -13.188 -4.129 -2.341 -0.018 0.153 -0.036
O -13.574 -3.634 -3.358 -0.012 -0.040 -0.049
O -12.761 -3.476 -1.268 0.035 -0.231 0.062
O -13.149 -4.247 1.013 0.293 0.001 -0.096
C -12.320 -3.993 2.010 -0.167 0.030 0.084
O -12.621 -3.777 3.149 0.071 0.046 0.031
C -10.880 -4.014 1.444 0.149 -0.016 -0.023
O -9.878 -3.814 2.068 0.007 -0.263 0.193
O -10.950 -4.278 0.153 -0.249 0.034 0.093
Al 7.061 1.887 -11.326 0.779 -1.046 -0.758
C 9.864 2.326 -3.105 0.155 0.091 -0.008
C 11.027 1.805 -3.641 -0.051 -0.005 0.416
C 12.012 2.656 -4.098 0.347 -0.231 0.101
C 11.797 4.035 -3.994 0.871 -0.482 -0.199
C 10.632 4.584 -3.468 -0.625 0.309 -0.233
C 9.666 3.718 -3.021 0.097 -0.059 -0.039
N 12.824 4.943 -4.450 -1.506 1.445 1.703
O 13.845 4.385 -4.966 3.650 -0.574 -1.389
O 12.686 6.118 -4.343 0.508 0.141 -0.210
H 9.094 1.654 -2.750 -0.049 0.013 -0.015
H 11.167 0.738 -3.709 0.004 -0.030 -0.110
H 12.922 2.258 -4.524 -0.028 0.045 -0.075
H 10.489 5.652 -3.411 0.067 0.018 -0.036
H 8.747 4.109 -2.605 0.027 0.001 0.047
B 10.937 1.742 -7.154 -0.324 -0.224 -0.817
F 10.894 0.352 -7.232 0.108 -0.011 0.218
F 10.245 2.163 -5.983 -0.235 0.211 0.003
F 12.270 2.191 -7.064 0.214 0.171 0.315
F 10.314 2.307 -8.273 0.078 0.098 0.107
F 15.510 5.152 -4.839 -3.487 -0.925 0.172
C 1.643 -7.653 4.553 -0.099 0.016 0.006
F 2.644 -7.880 5.404 0.137 -0.006 0.105
F 1.959 -6.567 3.831 0.032 0.115 -0.096
F 1.577 -8.691 3.713 -0.007 -0.107 -0.129
S 0.057 -7.417 5.443 -1.413 0.271 0.962
O 0.279 -6.270 6.300 0.463 0.133 -0.216
O -0.150 -8.651 6.166 0.406 -0.233 -0.245
O -0.928 -7.169 4.405 0.281 -0.012 -0.457
```
Forces are in eV/Å.